97
Properties=species:S:1:pos:R:3 method="wB97M-V/def2-TZVPD" gap_ha=0.2026 e_homo_ha=-0.080 charge=-2 lumo_ev=3.33
Cs -0.14564 0.01850 -1.01255
As -1.48369 1.92205 1.49767
S 3.91028 1.64313 -3.30061
S 3.26123 -0.13195 -0.25152
F 6.56469 -0.69936 -8.01809
F 6.52240 0.16622 -3.40553
F 2.91829 1.57967 -6.13993
F 7.72510 -0.87015 -5.57008
F 4.15574 0.52362 -8.27455
O -2.76081 0.71519 -1.42902
O 0.74503 -2.61171 -1.35198
O -3.93729 -2.70347 1.47445
O -1.66583 1.82468 -3.86353
O 2.20695 0.71891 0.38464
O -0.31365 -4.52788 -1.82310
O -4.66655 -0.29329 -2.04746
N -1.48881 -1.43906 -3.13635
N -1.63151 -2.71129 1.22306
N 0.57440 -3.50380 1.19625
N -1.19539 -4.68470 2.22854
C -4.05232 0.74827 1.67727
C -0.92601 0.74099 -4.39081
C 0.00565 3.58686 3.45595
C -2.59806 -4.47457 2.45933
C 4.80407 0.70554 0.20477
C -3.77306 5.47669 1.84946
C 5.89909 0.28368 -4.58995
C -2.86112 5.39468 -0.37552
C -2.90323 0.98442 2.43711
C -2.23413 4.19216 -0.07429
C -0.45002 -5.73300 2.86151
C -3.62650 6.03983 0.58602
C 6.53007 -0.25672 -5.69006
C -0.70418 -2.66325 -3.30581
C -2.84029 -3.17049 1.65978
C -2.67972 -1.58653 -2.28622
C -0.71909 -3.61031 1.53006
C 4.76473 -1.05471 1.85065
C -5.10724 -0.30282 3.56441
C 1.60544 2.67638 5.00955
C 4.72577 0.44874 -7.05683
C 0.95758 3.77167 4.45297
C 4.10245 0.98783 -5.95128
C 3.55289 -1.44581 0.99577
C -2.36564 3.62620 1.19247
C -0.31003 2.30938 3.00083
C -5.14573 0.10654 2.23942
C -2.87066 0.57300 3.76701
C -1.67125 -0.61626 -4.32714
C 0.36056 1.21657 3.55711
C 1.30261 1.39773 4.55986
C -3.96845 -0.07306 4.32489
C -3.14748 4.27299 2.14677
C -3.44121 -0.25642 -1.89821
C 4.65956 0.94570 -4.66181
C 5.94856 -0.17622 -6.93748
C -0.05242 -3.33582 -2.03124
C 4.94483 0.45293 1.69820
H 1.19699 4.77296 4.78999
H 1.07079 -4.38093 1.17843
H -1.39092 -1.21701 -5.20214
H 0.71259 -3.00517 0.28691
H -4.38327 5.97032 2.59643
H -1.00824 -6.66893 2.79772
H 2.61800 -1.45640 1.55636
H -1.29896 -3.46546 -3.76884
H -2.73936 -0.39473 -4.43212
H -3.92838 -0.39964 5.35801
H 5.65883 -1.55805 1.47199
H -1.66392 3.67664 -0.83790
H -4.12222 6.97371 0.34947
H -0.74490 0.95748 -5.44580
H 1.81388 0.53818 4.97728
H 5.61315 0.25987 -0.38211
H -3.22085 -5.28372 2.07406
H 5.90655 0.79684 2.08377
H -4.07150 1.02356 0.62567
H -1.99877 1.60564 -2.97359
H 4.69055 1.73909 -0.11309
H -2.83136 -4.31260 3.51752
H 0.07206 0.69574 -3.92593
H 0.13606 -2.42448 -3.96299
H -0.24729 -5.52302 3.91898
H -2.76058 5.81540 -1.36808
H 4.63046 -1.35934 2.89079
H 0.50195 -5.89287 2.35766
H -6.01021 -0.10244 1.62338
H -5.95523 -0.81916 3.99816
H -0.49300 4.44604 3.02246
H 3.65705 -2.40614 0.48980
H 2.35054 2.82003 5.78278
H 4.14808 0.98468 2.22424
H -2.37645 -2.08174 -1.35580
H -3.42991 -2.21996 -2.77641
H 0.15315 0.21615 3.18993
H -3.27600 3.81604 3.12295
H -1.99028 0.74533 4.37529



69
Properties=species:S:1:pos:R:3 method="wB97M-V/def2-TZVPD" multiplicity=2 gap_ha="0.2133 / 0.2384" e_homo_ha="-0.124 / -0.153" charge=-1 lumo_ev="2.42 / 2.33"
Pt -1.82409 2.00592 -0.78038
Ge 1.04741 -1.90683 1.39534
Cl -7.43544 2.59127 -1.85739
Cl -7.44914 0.01704 -3.61798
Cl -2.15025 -0.59893 -2.74951
Cl -4.79520 -1.56553 -4.05793
Cl -4.78806 3.60405 -0.58094
S -1.04662 3.16732 -2.81196
S -2.04052 3.49192 2.06422
O -1.86089 0.99314 2.10367
O -1.49473 -0.60067 0.51009
N -0.53544 4.82326 -0.78460
C -1.87710 2.08733 1.19542
C 0.08138 5.79554 -0.09444
C -4.76557 2.13734 -1.52059
C 2.24249 0.65885 0.84232
C 1.06076 6.54594 -0.67425
C -5.97609 0.55950 -2.87915
C 5.37462 -3.24622 2.89489
C -0.63279 -4.22149 0.80453
C -0.01778 -1.57469 2.98925
C 1.97866 1.96178 -1.16128
C 0.87933 -0.16661 -0.95315
C 3.08586 -2.69717 3.40177
C 0.76551 5.23470 -2.68515
C -1.64674 -0.25486 1.64751
C -4.78940 -0.14207 -3.06843
C 1.42137 -0.34236 0.32145
C 4.35449 -3.08967 3.82048
C -1.06559 -5.31302 0.06166
C 5.12502 -3.00026 1.55019
C -1.50462 -1.25100 2.78090
C 2.81284 -2.45301 2.05622
C 2.51911 1.80623 0.10810
C -3.61950 0.31276 -2.46848
C -0.24982 4.44587 -2.05393
C 0.96403 -3.69101 -0.89702
C 0.38639 -3.39155 0.33859
C 1.15312 0.97906 -1.68833
C 1.38914 6.23656 -2.01140
C -0.48062 -5.59420 -1.16398
C 0.53676 -4.78116 -1.64353
C -5.95987 1.70923 -2.09694
C -3.55851 1.45767 -1.67488
C 3.85944 -2.60496 1.14196
H -1.94628 -0.87452 3.70232
H 1.75239 -3.06086 -1.29448
H 0.20626 -0.90970 -1.36279
H -1.21866 4.23181 -0.26836
H 6.36162 -3.55406 3.21820
H -1.10167 -4.02241 1.76091
H -2.06144 -2.13352 2.46549
H 0.70250 1.11571 -2.66387
H -0.82031 -6.44151 -1.74688
H 0.47732 -0.74293 3.50018
H 2.67390 0.54890 1.83277
H 3.14706 2.58119 0.53128
H 5.91803 -3.11230 0.82046
H 4.54270 -3.27221 4.87186
H -0.25130 5.89690 0.93003
H 2.17129 6.79901 -2.50970
H 0.99448 -4.99267 -2.60225
H 0.08037 -2.44127 3.64866
H 3.69026 -2.40003 0.08977
H 1.01788 4.98736 -3.70621
H -1.86480 -5.93965 0.43838
H 1.55806 7.32575 -0.11921
H 2.19014 2.85588 -1.73707
H 2.30686 -2.57992 4.14757



10
Properties=species:S:1:pos:R:3 method="wB97M-V/def2-TZVPD" gap_ha=0.4320 e_homo_ha=-0.406 lumo_ev=0.72 smiles=CC(O)(O)Cl
Cl -0.34165 2.07135 0.17129
O -1.44139 -0.08982 -0.78332
O 0.80419 0.09067 -1.29335
C -0.13424 0.28991 -0.26246
C 0.56762 -0.58093 0.97893
H 1.62756 -0.48076 0.89987
H 0.56546 0.34661 -2.18314
H 0.08410 -0.41406 1.93120
H 0.29541 -1.57401 0.69670
H -2.02706 0.34104 -0.15571



Computed values of energy (unit: eV) for the preceding records, in sequence: -156979.1531 -184242.6053 -18772.0745.